Molecular formula: C2H11O3S
Method: DFT, ωB97M-V/def2-TZVPD

* energy: -706.7634 Ha
* charge: -1
* relative energy (zero: lowest compared OMol25 entry of this formula, charge and spin): 0.285 eV
* HOMO-LUMO gap: 7.48 eV
* LUMO energy: 0.1423 hartree

Atoms and positions in Å:
S: -0.16819 0.05937 1.13235
O: 2.57372 -0.92329 -0.29416
O: 0.08337 -2.91858 -0.04079
O: 0.51206 3.24896 2.40500
C: -1.09081 0.66726 -0.31440
C: -1.34854 -0.37839 -1.40755
H: -0.43146 -0.84037 -1.75612
H: -2.07772 1.02068 0.00776
H: -2.03632 -1.16253 -1.08329
H: 1.28902 2.68433 2.51302
H: 1.92610 -0.73425 0.42703
H: 2.43091 -0.10734 -0.75982
H: -1.98979 0.09106 -2.17615
H: -0.56755 1.52008 -0.75490
H: 1.03916 -2.75619 -0.21051
H: -0.12118 -2.10396 0.44992
H: -0.02278 2.63315 1.86262